Computed, not measured: a 11-piece molecular cluster, C44H89N7O8 overall at a distorted geometry, with ωB97M-V/def2-TZVPD.

Geometry as XYZ:
```
148
Properties=species:S:1:pos:R:3:forces:R:3:mulliken_charge:R:1
C -0.043 -4.347 -1.737 -1.46 -2.44 0.73 -0.700
C 1.109 -4.854 -2.565 0.25 -1.47 1.72 -0.722
C 2.392 -4.492 -1.831 1.31 -0.05 -0.74 0.482
C 2.395 -5.117 -0.518 0.20 0.82 0.06 0.170
N 2.347 -5.492 0.563 0.03 -0.44 0.48 -0.550
H -0.158 -5.052 -0.862 -0.04 0.87 -0.66 0.393
H -1.006 -4.365 -2.262 0.22 -0.09 -0.09 0.239
H 0.070 -3.371 -1.354 0.46 1.25 0.34 0.004
H 1.125 -4.347 -3.463 0.10 0.71 -2.25 0.428
H 1.072 -5.975 -2.684 -0.18 1.17 -0.21 0.339
H 2.423 -3.387 -1.771 0.15 -0.62 0.36 -0.358
H 3.336 -4.805 -2.363 -1.01 0.22 0.36 0.385
C 3.225 1.811 -4.094 1.49 0.93 0.58 -1.213
C 1.745 1.829 -3.783 -0.51 2.28 -0.07 0.450
C 1.064 0.547 -4.186 0.79 -0.49 0.02 -0.136
C 1.577 -0.651 -3.495 -0.98 2.47 -1.39 -0.003
N 2.017 -1.546 -2.967 0.89 -2.01 1.20 -0.250
H 3.779 2.729 -3.725 -0.82 -1.09 0.20 0.230
H 3.593 1.807 -5.125 -0.80 -0.50 -0.23 0.392
H 3.608 0.918 -3.568 0.38 0.51 -0.26 0.248
H 1.154 2.692 -4.293 1.08 -1.39 0.75 0.199
H 1.681 2.019 -2.685 -0.21 -0.27 -0.68 -0.277
H 1.218 0.410 -5.250 -0.09 -0.21 -0.28 0.348
H 0.028 0.635 -4.005 -1.35 -0.07 0.14 -0.113
C -6.276 -5.727 -3.060 2.43 1.27 1.62 -0.773
C -5.396 -6.191 -4.206 0.59 -1.85 0.27 -0.431
C -4.864 -5.202 -5.258 -0.66 0.41 0.80 -0.324
C -4.393 -3.943 -4.691 0.22 1.69 0.90 0.286
N -4.111 -2.907 -4.248 -0.21 -1.41 -0.71 -0.461
H -5.713 -4.880 -2.578 -0.91 -0.04 -0.57 -0.044
H -6.239 -6.394 -2.187 -0.36 -0.51 -0.69 0.330
H -7.279 -5.455 -3.286 -0.68 0.26 -0.32 0.353
H -5.959 -7.002 -4.717 0.65 0.38 -0.08 0.292
H -4.460 -6.663 -3.782 -1.12 0.30 -0.22 0.235
H -5.649 -4.904 -5.946 0.04 -0.22 -0.46 0.281
H -4.011 -5.654 -5.734 0.04 -0.24 -0.66 0.277
C 5.030 1.729 3.989 0.36 -0.11 0.27 -0.611
C 6.295 2.142 4.699 -0.55 0.47 0.75 -0.794
C 6.689 1.145 5.756 -0.38 -1.21 0.36 -0.305
C 6.596 -0.263 5.285 0.29 -0.38 0.58 0.261
N 6.600 -1.402 5.109 -0.14 0.57 -0.22 -0.553
H 4.243 1.703 4.742 -0.35 -0.03 -0.37 0.247
H 5.153 0.728 3.566 -0.20 0.11 -0.11 0.268
H 4.845 2.437 3.198 -0.47 0.15 -0.23 0.141
H 6.131 3.090 5.220 0.03 0.06 -0.11 0.294
H 7.116 2.304 4.051 0.78 0.06 -0.93 0.419
H 5.969 1.192 6.617 0.95 0.07 -0.49 0.259
H 7.746 1.263 6.027 -0.40 0.18 0.50 0.331
C 3.409 -3.069 3.214 -1.53 -0.72 -0.91 -0.607
C 2.763 -3.615 4.525 2.32 0.22 -0.66 -0.537
C 3.510 -2.987 5.709 0.37 0.28 0.17 -0.640
C 3.231 -1.552 5.825 0.22 -1.48 0.01 0.282
N 3.001 -0.437 5.860 -0.19 1.30 0.16 -0.461
H 4.420 -3.377 3.111 0.98 -0.50 0.14 0.639
H 3.448 -1.994 3.128 -0.24 0.58 0.41 0.120
H 2.899 -3.409 2.269 0.27 0.02 1.08 -0.224
H 2.924 -4.702 4.600 -0.39 0.36 -0.22 0.439
H 1.743 -3.353 4.592 -1.27 -0.04 -0.01 0.284
H 4.590 -3.064 5.600 0.17 -0.02 -0.36 0.286
H 3.336 -3.479 6.658 -0.52 -0.02 0.25 0.442
C -3.503 0.597 -0.947 -0.05 2.63 -0.36 -1.960
C -2.145 0.970 -0.378 0.82 -1.02 0.02 0.764
C -2.075 1.176 1.129 -0.92 0.29 0.07 2.053
C -2.768 0.040 1.789 0.32 0.46 0.33 -0.258
N -3.339 -0.813 2.314 0.25 0.16 -0.24 -0.641
H -3.349 0.291 -1.942 0.16 -0.34 -1.55 0.609
H -4.116 1.523 -1.005 0.03 -0.58 0.13 0.333
H -4.091 -0.183 -0.539 -0.15 -0.68 1.17 0.421
H -1.637 1.792 -0.901 -0.71 0.26 0.14 -0.289
H -1.462 0.156 -0.604 0.19 -0.54 0.03 -0.124
H -2.644 2.098 1.382 0.49 -0.48 0.10 -0.037
H -1.034 1.228 1.478 -0.55 0.05 0.07 -0.862
C -3.661 -2.995 -0.952 2.52 -2.44 1.74 -0.331
C -3.562 -4.260 0.020 0.32 2.15 -1.08 -0.577
C -4.077 -3.929 1.375 -1.43 -1.43 0.90 -0.167
C -4.351 -5.226 2.110 0.40 0.71 -0.32 0.029
N -4.528 -6.282 2.535 0.00 0.47 -0.05 -0.463
H -2.882 -2.310 -0.531 -0.87 -0.07 -0.60 -0.158
H -4.650 -2.648 -0.806 -0.89 0.82 -0.69 0.678
H -3.330 -3.363 -1.940 -0.70 0.78 0.30 -0.168
H -2.552 -4.578 0.060 1.11 -0.38 0.12 0.140
H -4.121 -5.082 -0.299 -0.97 -1.25 -1.13 0.523
H -5.040 -3.425 1.265 -0.04 0.05 0.21 0.343
H -3.445 -3.280 1.923 0.59 0.53 0.74 0.147
C 3.371 3.866 -0.538 3.78 -0.07 -0.26 -0.855
O 3.542 2.470 -0.737 -0.95 0.48 0.93 -0.170
C 3.178 1.740 0.445 -0.62 -1.62 -1.70 1.023
C 3.382 0.255 0.062 -0.52 0.31 1.23 1.270
O 4.740 -0.132 0.022 -0.28 -0.25 0.22 -0.589
C 4.833 -1.525 -0.216 -1.06 -0.39 0.89 -0.500
H 3.895 4.315 -1.430 -1.25 -0.01 0.75 0.284
H 4.028 4.173 0.317 -0.33 -0.11 -0.33 0.295
H 2.413 4.232 -0.267 -1.23 0.03 -0.42 0.283
H 2.069 1.821 0.621 0.92 0.24 0.21 -0.300
H 3.774 2.045 1.305 -0.05 0.03 0.06 -0.283
H 2.847 0.046 -0.848 0.15 0.30 -1.17 -0.402
H 2.779 -0.391 0.724 0.55 0.22 0.65 -0.571
H 4.557 -1.765 -1.214 -0.43 -0.07 -1.18 0.294
H 4.132 -2.125 0.437 0.69 0.65 -0.29 0.009
H 5.830 -1.896 -0.093 0.69 0.19 0.42 0.386
C -0.008 4.259 0.225 -0.63 -1.06 -0.55 -1.385
O -1.411 4.317 0.387 0.21 -0.34 -0.73 0.137
C -1.844 5.508 0.989 0.28 -0.72 0.65 -0.502
C -3.269 5.783 0.644 -1.05 0.59 2.94 -0.796
O -4.273 4.909 1.239 0.82 -0.22 -2.24 -0.320
C -4.541 4.982 2.579 -0.62 0.52 2.37 -0.685
H 0.384 4.925 -0.520 -0.21 0.85 -0.76 0.639
H 0.222 3.245 -0.194 0.04 0.66 1.02 0.029
H 0.476 4.570 1.138 0.49 -0.61 0.61 0.609
H -1.255 6.342 0.627 0.22 0.44 -0.12 0.480
H -1.671 5.404 2.074 -0.16 0.33 -0.10 0.302
H -3.381 5.792 -0.392 -0.49 -0.57 -1.80 0.213
H -3.464 6.826 0.945 -0.13 -0.14 0.19 0.423
H -5.113 4.091 2.974 0.81 0.62 -0.93 0.245
H -5.189 5.845 2.875 0.32 -0.20 -0.50 0.324
H -3.639 5.095 3.202 -0.03 -0.22 -0.12 0.238
C 0.273 -1.588 1.352 0.92 0.95 1.40 -1.169
O 0.494 -0.322 1.947 0.02 0.06 1.69 0.408
C 0.532 -0.450 3.422 1.33 1.99 -2.51 -0.111
C 0.805 0.921 3.969 1.81 1.86 -0.18 -0.151
O -0.367 1.665 3.770 -1.03 0.94 0.08 -0.363
C -0.324 3.079 4.054 -0.51 -1.13 -1.35 -0.522
H 0.554 -1.448 0.356 -0.11 -0.08 -1.92 0.229
H -0.720 -1.943 1.524 -0.82 -0.38 -0.11 0.367
H 1.010 -2.234 1.780 0.27 -1.09 0.24 0.213
H 1.248 -1.188 3.703 0.63 -0.48 0.25 -0.679
H -0.421 -0.668 3.748 -2.23 -1.01 0.77 0.637
H 1.665 1.511 3.450 -0.95 -1.33 0.46 -0.137
H 1.102 0.905 5.030 -0.24 -0.25 -0.19 0.486
H 0.431 3.558 3.377 -0.75 -0.08 0.36 0.123
H -0.018 3.242 5.066 0.14 0.22 0.83 0.474
H -1.393 3.437 3.901 1.54 -0.22 0.05 0.047
C -2.566 1.158 -5.686 -0.52 1.81 -0.37 -0.878
O -1.938 2.234 -4.949 -0.06 -0.91 -1.24 -0.254
C -2.833 2.870 -4.094 0.19 1.04 0.21 -0.154
C -2.133 4.087 -3.475 0.58 -0.76 -0.96 0.499
O -2.136 5.137 -4.454 -0.22 -0.73 0.41 -0.451
C -1.325 6.215 -4.061 0.76 -0.28 -1.11 -0.554
H -3.402 1.597 -6.330 1.01 -0.65 0.69 0.277
H -2.993 0.413 -5.021 0.00 -0.22 0.15 0.398
H -1.786 0.748 -6.316 -0.06 -0.21 -0.09 0.251
H -3.064 2.174 -3.322 -0.49 -0.54 1.05 -0.191
H -3.791 3.159 -4.574 0.52 0.04 -0.05 0.419
H -1.063 3.767 -3.208 -1.24 0.54 -0.30 -0.079
H -2.667 4.343 -2.557 0.08 0.40 0.07 0.059
H -1.692 6.562 -3.111 0.12 0.71 0.51 0.236
H -1.319 7.001 -4.864 -0.32 -0.72 0.89 0.233
H -0.284 5.838 -3.977 -0.26 0.40 0.25 0.223
```
Positions in Å, forces in eV/Å.

For the highest occupied orbital energy, the calculation gives -9.5293 eV. The HOMO-LUMO gap comes out at 0.36539 hartree. As for the SMILES: CCCC#N.CCCC#N.CCCC#N.CCCC#N.CCCC#N.CCCC#N.CCCC#N.COCCOC.COCCOC.COCCOC.COCCOC.



Computed, not measured: C24H41B2F2N7OS3V as an isolated structure at a distorted geometry, with ωB97M-V/def2-TZVPD.

Geometry as XYZ:
```
81
Properties=species:S:1:pos:R:3:forces:R:3:mulliken_charge:R:1
V 0.173 0.187 -0.354 0.62 -0.27 1.41 0.712
C -2.654 1.058 3.820 0.20 -0.09 -0.11 -2.168
C -2.764 -0.445 4.056 -0.20 0.09 0.16 1.382
C -2.854 -0.692 5.566 0.03 0.00 -0.04 -1.650
C -4.043 -0.929 3.359 0.05 -0.02 -0.01 -1.531
N -1.639 -1.266 3.529 0.31 -0.08 -0.22 0.564
C -1.766 -2.649 3.600 -0.10 -0.10 0.01 -0.232
C -0.710 -3.191 2.985 0.05 -0.09 -0.01 -1.360
N 0.094 -2.171 2.526 -0.06 0.16 0.31 -0.020
B 1.328 -2.536 1.678 -0.18 0.23 -0.08 0.882
N 2.459 -1.484 1.831 0.27 0.14 -0.19 -0.048
C 3.080 -1.402 3.053 -0.01 -0.09 0.08 -1.560
C 3.916 -0.356 3.028 0.03 0.02 0.13 -0.015
N 3.822 0.230 1.775 -0.26 -0.27 -0.08 0.666
C 2.913 -0.483 1.043 0.40 -0.13 0.57 0.303
S 2.478 -0.285 -0.609 0.03 0.45 -0.29 -0.638
C 4.607 1.474 1.522 0.22 0.25 0.00 1.218
C 4.185 2.495 2.586 -0.07 -0.05 0.01 -1.486
C 4.399 2.112 0.153 -0.15 -0.20 0.01 -1.993
C 6.090 1.119 1.669 -0.05 -0.04 -0.01 -1.605
N 0.973 -2.824 0.192 -0.21 0.01 -0.28 0.235
C 1.886 -3.521 -0.555 0.12 -0.04 0.18 -1.531
C 1.418 -3.623 -1.807 0.06 0.01 -0.11 -0.075
N 0.191 -2.994 -1.858 0.16 0.01 0.53 0.564
C -0.062 -2.463 -0.614 0.10 -0.78 -0.32 0.031
S -1.436 -1.582 -0.081 -0.54 -0.28 -0.07 -0.436
C -0.586 -3.099 -3.134 -0.13 -0.05 -0.38 1.046
C 0.211 -2.370 -4.218 0.03 0.04 0.09 -1.219
C -2.001 -2.536 -3.095 0.09 0.13 0.30 -1.792
C -0.695 -4.595 -3.464 0.06 0.01 0.05 -1.661
C -0.463 -0.976 2.873 -0.16 -0.41 0.20 0.249
S 0.246 0.533 2.583 -0.07 0.24 -0.25 -0.321
H -3.561 1.524 4.213 0.02 -0.09 0.00 0.573
H -2.570 1.286 2.760 0.04 0.05 -0.05 0.413
H -1.794 1.483 4.326 0.10 0.06 -0.01 0.430
H -3.689 -0.126 5.980 0.00 -0.01 0.01 0.443
H -1.935 -0.366 6.055 0.00 0.00 0.00 0.372
H -3.010 -1.747 5.792 0.00 0.03 0.03 0.385
H -4.878 -0.286 3.639 0.00 -0.01 0.02 0.462
H -4.298 -1.952 3.636 -0.04 0.03 -0.05 0.413
H -3.912 -0.888 2.276 -0.03 -0.01 0.00 0.257
H -2.597 -3.131 4.080 0.04 0.03 -0.02 0.522
H -0.449 -4.223 2.826 -0.02 0.02 0.01 0.601
H 1.763 -3.569 2.121 0.02 -0.08 0.03 -0.232
H 2.858 -2.097 3.843 0.00 0.02 -0.02 0.574
H 4.559 0.022 3.800 -0.01 0.01 -0.04 0.533
H 3.104 2.637 2.551 0.01 0.02 0.02 0.278
H 4.671 3.452 2.393 0.03 -0.02 -0.01 0.460
H 4.456 2.175 3.592 -0.02 0.03 0.00 0.382
H 3.361 2.390 -0.005 -0.05 0.00 -0.06 0.324
H 4.704 1.451 -0.652 -0.02 -0.02 -0.08 0.457
H 5.010 3.016 0.114 0.01 -0.04 0.06 0.545
H 6.326 0.754 2.669 0.02 0.01 -0.02 0.381
H 6.697 2.004 1.478 0.00 0.00 0.02 0.445
H 6.365 0.348 0.947 0.01 0.01 0.00 0.370
H 2.806 -3.874 -0.123 -0.01 0.01 -0.03 0.589
H 1.879 -4.071 -2.667 -0.07 -0.01 0.03 0.552
H 0.300 -1.313 -3.970 0.03 0.02 -0.02 0.132
H -0.303 -2.465 -5.175 -0.01 -0.02 0.01 0.446
H 1.215 -2.784 -4.325 -0.02 0.02 -0.05 0.345
H -2.004 -1.460 -2.952 -0.02 0.07 0.05 0.166
H -2.588 -2.995 -2.305 -0.07 -0.02 0.05 0.427
H -2.475 -2.765 -4.052 0.10 0.01 -0.01 0.532
H 0.277 -5.047 -3.661 -0.06 -0.03 0.01 0.409
H -1.309 -4.721 -4.356 0.00 0.02 0.00 0.454
H -1.169 -5.129 -2.639 0.00 -0.02 -0.02 0.368
C -3.955 3.701 -0.035 -0.14 -0.16 0.01 -0.870
N -2.567 3.285 0.014 0.20 -0.03 -0.01 0.270
C -1.481 4.244 0.160 0.08 -0.09 0.05 -0.898
C -2.233 1.991 -0.101 -0.10 0.27 0.04 -0.354
O -1.065 1.610 -0.026 -0.73 0.82 0.24 -1.066
H -4.000 4.786 -0.048 0.01 0.02 -0.02 0.277
H -4.513 3.347 0.836 0.02 0.04 0.00 0.307
H -4.447 3.329 -0.935 0.02 0.02 0.01 0.344
H -1.887 5.250 0.211 -0.04 0.00 0.00 0.364
H -0.798 4.169 -0.688 -0.02 0.04 0.01 0.281
H -0.907 4.037 1.066 -0.03 0.03 0.01 0.270
H -3.057 1.295 -0.272 0.02 -0.06 -0.04 0.583
F 0.733 1.191 -3.161 -0.05 0.05 -0.19 -0.222
B -0.164 0.692 -2.246 0.27 0.13 -1.42 0.704
F -1.442 0.891 -2.743 -0.11 0.03 -0.07 -0.308
```
Positions in Å, forces in eV/Å.

For the highest occupied orbital energy (alpha / beta), the calculation gives -5.6652 / -4.9546 eV. The calculation puts the relative energy (zero: lowest compared OMol25 entry of this formula, charge and spin) at 0.000 eV. Its spin multiplicity is 2. The HOMO-LUMO gap (alpha / beta) comes out at 0.22978 / 0.20373 hartree.



Computed, not measured: one molecule with the formula C5H10O2 at a distorted geometry, with ωB97M-V/def2-TZVPD.

Geometry as XYZ:
```
17
Properties=species:S:1:pos:R:3:forces:R:3:mulliken_charge:R:1
C 1.464 0.860 1.155 0.45 0.55 0.02 -0.634
O 0.908 -1.559 0.006 -0.19 -0.58 -0.54 -0.585
C 0.443 -0.916 -1.164 -0.07 0.00 -0.44 -0.707
C -0.713 0.066 -0.958 0.22 -0.05 -0.11 -0.014
C -1.866 -0.353 -0.090 0.10 -0.03 0.18 -0.654
C -0.861 0.681 0.397 0.20 0.21 -0.11 -0.173
O 0.138 0.350 1.359 -0.65 -0.15 0.11 -0.527
H 2.112 0.475 0.326 -1.26 -0.12 0.32 0.247
H 2.012 0.592 2.067 -0.27 0.37 -0.11 0.245
H 1.372 1.933 1.024 0.28 0.28 0.22 0.353
H 1.257 -0.365 -1.670 -0.07 -0.19 0.21 0.291
H 0.120 -1.714 -1.839 -0.02 0.17 -0.18 0.358
H -0.926 0.714 -1.807 0.07 -0.25 0.04 0.382
H -2.867 -0.015 -0.380 0.46 0.07 0.35 0.274
H -1.853 -1.362 0.313 0.20 0.17 0.04 0.216
H -1.258 1.692 0.504 0.32 -0.12 -0.04 0.456
H 0.516 -1.080 0.757 0.23 -0.32 0.04 0.472
```
Positions in Å, forces in eV/Å.

For the highest occupied orbital energy, the calculation gives -9.5334 eV. The calculation puts the relative energy (zero: lowest compared OMol25 entry of this formula, charge and spin) at 3.123 eV. The HOMO-LUMO gap comes out at 0.38755 hartree. As for the SMILES: CO[C@@H]1C[C@@H]1CO.



no.,molecular weight (Da)
1,844.24
2,650.40
3,102.13